{
  "formula": "C41H43N2O2",
  "method": "the ωB97M-V functional and the def2-TZVPD basis",
  "lumo_energy_ev": -4.590,
  "fmax_ev_per_a": 2.0,
  "orbital_gap_ev": 3.5,
  "spin_multiplicity": 1,
  "homo_energy_ev": -8.1,
  "de_lowest_kcal_mol": 14.8,
  "total_charge": 1,
  "symbols": ["C", "C", "C", "C", "C", "C", "N", "C", "N", "C", "C", "C", "C", "C", "C", "C", "C", "C", "C", "C", "C", "C", "C", "H", "H", "H", "H", "H", "H", "H", "H", "H", "H", "H", "H", "H", "H", "H", "H", "H", "H", "H", "H", "H", "H", "H", "H", "H", "H", "C", "O", "C", "C", "C", "C", "C", "C", "C", "C", "C", "O", "C", "C", "C", "C", "C", "C", "C", "C", "C", "C", "H", "H", "H", "H", "H", "H", "H", "H", "H", "H", "H", "H", "H", "H", "H", "H", "H"],
  "coordinates": [[-0.803329, 0.412134, -6.401093], [-1.182904, 0.704248, -4.976232], [-2.278864, 0.067080, -4.391683], [-2.638512, 0.284734, -3.066306], [-3.829801, -0.449413, -2.527290], [-1.868258, 1.173111, -2.300910], [-2.278370, 1.482418, -0.963891], [-1.635070, 1.238400, 0.182451], [-2.426987, 1.413773, 1.249071], [-2.062499, 1.175267, 2.589085], [-0.659314, 1.305165, 2.861758], [0.283480, 1.673333, 1.877178], [-0.210623, 1.044558, 4.175370], [-1.084664, 0.681125, 5.187575], [-0.583877, 0.534968, 6.592627], [-2.429223, 0.457910, 4.872241], [-2.930078, 0.662990, 3.581712], [-4.360352, 0.254912, 3.367991], [-3.728395, 1.945770, 0.810807], [-3.611871, 2.012125, -0.681834], [-0.774000, 1.850701, -2.863959], [0.020786, 2.858972, -2.091506], [-0.456664, 1.607970, -4.203129], [0.113861, 0.948358, -6.671542], [-0.629156, -0.664404, -6.546795], [-1.593580, 0.712582, -7.105640], [-2.892515, -0.616016, -4.971127], [-3.713230, -0.726789, -1.469288], [-4.767863, 0.126573, -2.663338], [-3.966112, -1.382509, -3.090694], [1.262854, 1.204924, 1.970175], [-0.568074, 0.922892, 0.193404], [0.248224, 2.684636, 1.471861], [0.856489, 1.133374, 4.382928], [-1.393806, 0.219095, 7.259234], [0.225434, -0.207373, 6.637137], [-0.184857, 1.490348, 6.963146], [-3.100739, 0.101877, 5.657674], [-4.590113, -0.607163, 4.011357], [-5.052147, 1.053383, 3.673606], [-4.568580, -0.050268, 2.338699], [-4.555135, 1.301227, 1.120399], [-3.917394, 2.933628, 1.261018], [-3.695413, 3.033685, -1.088942], [-4.342301, 1.380505, -1.191057], [1.002411, 3.008118, -2.565079], [-0.497247, 3.833981, -2.061132], [0.181120, 2.522368, -1.059272], [0.392630, 2.132822, -4.656340], [2.195076, -3.297402, 6.129196], [0.999340, -3.784911, 5.478488], [0.800790, -3.398210, 4.189041], [-0.427909, -3.750579, 3.573555], [-0.784683, -3.193268, 2.371900], [0.124629, -2.369132, 1.633776], [-0.282994, -1.851487, 0.382085], [0.590672, -1.273893, -0.589214], [0.445266, -1.569402, -1.974386], [1.275511, -0.992345, -2.911483], [2.111738, 0.060140, -2.519055], [2.639613, 0.897807, -3.502563], [4.017068, 0.845675, -3.768297], [4.354751, 0.630603, -5.102791], [5.624342, 0.143290, -5.398398], [6.571251, 0.003843, -4.379146], [6.260333, 0.371824, -3.067158], [4.970769, 0.820170, -2.751854], [2.300446, 0.373585, -1.179959], [1.609443, -0.352404, -0.229534], [1.427898, -2.199735, 2.186788], [1.737202, -2.631135, 3.456345], [2.146211, -3.750046, 7.116240], [3.099622, -3.627215, 5.606933], [2.182889, -2.202891, 6.207920], [-1.085915, -4.420883, 4.116243], [-1.765031, -3.420047, 1.933226], [-1.312723, -2.046821, 0.065567], [-0.305580, -2.305701, -2.292201], [1.236675, -1.264466, -3.965078], [3.586387, 0.765509, -5.863762], [5.876686, -0.112485, -6.428663], [7.576611, -0.343789, -4.614707], [7.017079, 0.333904, -2.277484], [4.720566, 1.121696, -1.737448], [2.945413, 1.202520, -0.879496], [1.855135, -0.161664, 0.810621], [2.231225, -1.760354, 1.611680], [2.708830, -2.372409, 3.882650]],
  "forces_ev_per_angstrom": [[0.1, 0.0, -0.3], [-0.2, 0.0, 0.2], [0.2, 0.2, 0.1], [0.3, 0.1, 0.0], [-0.5, -0.4, 0.0], [0.4, 0.3, -0.5], [0.4, 0.0, 1.0], [-1.0, -1.0, -1.0], [-0.1, 0.1, -1.3], [1.1, -0.7, 1.5], [-0.8, -0.2, 1.1], [1.5, 0.4, -0.6], [-0.3, -0.4, -0.3], [-0.3, 0.0, -0.2], [0.0, -0.1, 0.3], [0.5, 0.2, 0.0], [0.5, 0.2, -0.4], [-0.4, -0.2, 0.0], [-0.6, 0.4, 1.0], [-0.3, 0.4, -1.4], [-0.3, -0.1, -0.3], [0.2, 0.2, 0.3], [0.0, -0.1, 0.0], [-0.2, -0.1, 0.0], [0.0, 0.3, 0.0], [0.2, -0.1, 0.2], [0.1, 0.0, -0.1], [-0.1, 0.2, -0.2], [0.5, -0.3, 0.2], [0.0, 0.2, 0.2], [-0.1, 0.8, 0.4], [-0.8, 0.0, 0.6], [0.0, -0.2, -0.2], [-0.3, 0.1, 0.0], [0.2, 0.0, -0.1], [-0.2, 0.2, 0.1], [-0.1, -0.3, -0.1], [0.1, 0.1, -0.3], [0.1, 0.3, -0.2], [0.1, -0.1, -0.3], [0.0, 0.0, 0.3], [0.3, 0.2, -0.1], [0.2, -0.3, -0.1], [0.0, -0.3, 0.2], [0.0, 0.4, 0.2], [-0.3, 0.0, 0.2], [0.2, -0.3, 0.0], [0.1, 0.3, -0.2], [-0.3, -0.2, 0.3], [-0.4, -0.3, 0.0], [0.2, 0.4, -1.2], [0.1, 0.4, 0.4], [0.2, 0.1, 0.4], [0.0, 0.0, -0.1], [-0.2, 0.1, 0.1], [0.4, -0.8, -0.1], [0.3, 0.6, -0.2], [-0.2, -0.2, 0.0], [-0.3, 0.2, -0.1], [0.6, 1.0, -0.1], [-0.1, -0.1, 0.3], [-0.1, -0.8, 0.2], [0.0, -0.4, 0.2], [0.1, 0.5, 0.1], [0.1, 0.1, 0.1], [-0.2, 0.3, -0.2], [0.2, -0.2, -0.3], [0.0, 0.0, -0.5], [-0.1, -0.1, 0.7], [-0.2, -0.2, 0.1], [-0.1, -0.2, 0.3], [0.2, 0.1, 0.0], [-0.2, 0.0, 0.1], [-0.1, -0.2, -0.1], [0.0, 0.1, -0.1], [0.4, 0.1, 0.2], [0.4, -0.3, 0.0], [0.4, 0.3, 0.2], [-0.1, 0.1, 0.2], [0.2, -0.2, 0.2], [0.0, 0.1, 0.3], [-0.3, 0.0, 0.1], [-0.3, 0.0, -0.4], [0.1, -0.3, -0.3], [-0.3, -0.4, -0.1], [-0.4, 0.0, -0.5], [-0.2, 0.0, 0.1], [-0.3, -0.2, -0.2]]
}